Record 1
# C4H12

2 unconnected molecules or ions with the total composition C4H12 at a distorted geometry (the ωB97M-V functional and the def2-TZVPD basis, OMol25).

```
16
C4H12 the ωB97M-V functional and the def2-TZVPD basis
C -0.59664 2.11646 1.35413
C -0.83943 0.66071 1.73221
H 0.02649 2.64541 2.07137
H -0.08755 2.16390 0.39035
H -1.51558 2.67509 1.20291
H -1.54391 0.22751 1.02738
H -1.27005 0.63812 2.73211
H 0.09292 0.10631 1.73660
C 0.24762 -1.45109 -0.91321
C 1.16059 -1.33291 -2.12884
H 0.56248 -0.77943 -0.11956
H -0.80186 -1.41399 -1.19804
H 0.37304 -2.41143 -0.40224
H 0.63557 -1.52851 -3.07079
H 2.01641 -1.99740 -2.13511
H 1.53989 -0.31875 -2.27928
```

The value obtained for the electronic energy is -159.57623 Eh. The value obtained for the gap between HOMO and LUMO is 12.671 eV. Its energy above the lowest of the compared OMol25 structures with the same formula, charge and spin is 23.0 kJ/mol. Its structure (SMILES) is CC.CC. As for the charge: 0. Its lowest unoccupied orbital energy is 1.1 eV.


Record 2
# CH7O2

2 unconnected molecules or ions with the total composition CH7O2 at a distorted geometry (the ωB97M-V functional and the def2-TZVPD basis, OMol25).

```
10
CH7O2 the ωB97M-V functional and the def2-TZVPD basis
O 0.64592 -1.75135 0.62008
H 0.89228 -1.76740 1.55807
H -0.24079 -2.15308 0.64410
H 0.41216 -0.60693 -0.32428
C -0.65715 1.18801 -0.29565
O 0.34090 0.27651 -0.88515
H -1.55299 1.05378 -0.87226
H -0.78688 0.99767 0.76870
H -0.31923 2.19288 -0.45859
H 1.26579 0.56990 -0.75502
```

The value obtained for the electronic energy is -192.47776 Eh. The value obtained for the gap between HOMO and LUMO is 14.047 eV. Its energy above the lowest of the compared OMol25 structures with the same formula, charge and spin is 24.0 kJ/mol. As for the charge: +1. Its lowest unoccupied orbital energy is -4.0 eV.


Record 3
# C6H16N6

A gas-phase ion, C6H16N6 (charge +2) at a distorted geometry (the ωB97M-V functional and the def2-TZVPD basis, OMol25).

```
28
C6H16N6 the ωB97M-V functional and the def2-TZVPD basis
H -0.00312 -0.54145 -1.87071
N -0.17905 -1.30446 -1.30507
C -1.22974 -1.34951 -0.62434
N -1.64481 -2.44311 0.07055
N -2.23381 -0.25338 -0.40829
C -1.93115 1.01275 -0.03664
N -2.79083 1.95294 0.00263
C -0.47725 1.38151 0.17925
C 0.58909 0.30761 0.64114
N 0.29567 -0.40950 1.75186
N 1.75096 0.18707 0.03472
C 2.09898 0.72667 -1.27796
C 2.73986 -0.71826 0.58523
H -1.14130 -3.27119 0.02802
H -2.50457 -2.38015 0.60663
H -3.20166 -0.49798 -0.27815
H -2.45867 2.94584 -0.07961
H -3.80141 1.90598 -0.32452
H 0.03545 1.66946 -0.79766
H -0.28257 2.30887 0.79162
H 1.00522 -0.81784 2.37484
H -0.46341 -0.16212 2.40062
H 1.67459 1.76406 -1.40406
H 3.11583 0.85375 -1.32684
H 1.93063 0.02298 -2.10988
H 2.27115 -1.56884 1.17112
H 3.51414 -1.23456 -0.05098
H 3.32178 -0.08717 1.25648
```

The value obtained for the electronic energy is -566.14366 Eh. The value obtained for the gap between HOMO and LUMO is 9.330 eV. Its energy above the lowest of the compared OMol25 structures with the same formula, charge and spin is 98.0 kJ/mol. Its structure (SMILES) is [H]/N=C(/N)NC(=[NH2+])CC(N)=[N+](C)C. As for the charge: +2. Its lowest unoccupied orbital energy is -7.5 eV.


Record 4
# C21H20BFN2O8P

2 unconnected molecules or ions with the total composition C21H20BFN2O8P at a distorted geometry (the ωB97M-V functional and the def2-TZVPD basis, OMol25).

```
54
C21H20BFN2O8P the ωB97M-V functional and the def2-TZVPD basis
O 5.20491 -5.23947 0.55324
P 3.88561 -5.79179 0.81681
O 3.50305 -5.85385 2.42179
O 3.69302 -7.34692 0.27403
N 2.55854 -4.81504 0.09225
C 1.92537 -5.16466 -1.04930
C 0.83841 -4.49269 -1.70426
F 0.27275 -4.90710 -2.83290
C 0.39694 -3.26446 -1.00404
C -0.77455 -2.40227 -1.51037
C -2.03323 -2.58088 -0.54302
C -2.03945 -3.93358 0.24637
O -3.28983 -3.94137 0.97632
C 1.22235 -3.00990 0.20157
B 0.84600 -1.63957 1.02578
O 1.52515 -0.45078 0.83091
O -0.20196 -1.77504 1.95513
N 2.22052 -3.70629 0.73310
H 2.55763 -5.62869 2.53518
H 2.71704 -7.45741 0.24277
H 2.29826 -6.09574 -1.54556
H -0.50259 -1.33378 -1.68322
H -1.09185 -2.84418 -2.49228
H -3.00813 -2.47086 -1.06708
H -1.97459 -1.77090 0.23066
H -1.23636 -4.00332 1.02481
H -2.07379 -4.83670 -0.42382
H -3.57784 -4.86183 1.07520
H 1.76410 -0.16326 1.73765
H -0.14585 -2.68179 2.31253
C -1.39974 1.44421 1.41513
C -2.32553 2.25298 2.06995
C -2.41128 3.60170 1.76029
C -1.56369 4.15115 0.80264
C -0.62066 3.34626 0.16429
C -0.54851 1.98937 0.46475
C 0.32415 3.92678 -0.82457
O 1.14318 3.22100 -1.38295
C 0.25524 5.38051 -1.11057
C 1.16961 5.95130 -1.99104
C 1.10515 7.30725 -2.27512
C 0.12108 8.09788 -1.68801
C -0.78908 7.53527 -0.80575
C -0.71944 6.17817 -0.50683
C -1.67637 5.59432 0.46565
O -2.53340 6.28206 0.98236
H -1.34024 0.38820 1.65267
H -2.98144 1.82882 2.82106
H -3.13592 4.22673 2.26791
H 0.17325 1.35892 -0.03805
H 1.93529 5.34006 -2.45304
H 1.82117 7.75051 -2.95686
H 0.06768 9.15562 -1.91651
H -1.55011 8.15509 -0.34760
```

The value obtained for the electronic energy is -1989.62056 Eh. The value obtained for the gap between HOMO and LUMO is 5.466 eV. Its energy above the lowest of the compared OMol25 structures with the same formula, charge and spin is 200.3 kJ/mol. As for the charge: +1. Its lowest unoccupied orbital energy is -5.8 eV.


Record 5
# C4H9NO2

3 unconnected molecules or ions with the total composition C4H9NO2 at a distorted geometry (the ωB97M-V functional and the def2-TZVPD basis, OMol25).

```
16
C4H9NO2 the ωB97M-V functional and the def2-TZVPD basis
C -1.94802 -0.35556 -0.60312
C -1.94334 -0.16122 0.80160
C -0.84160 0.60901 1.12991
N -0.18414 0.84541 -0.06389
C -0.88606 0.35728 -1.12766
H -2.87063 -0.38060 -1.17986
H -2.80370 -0.37717 1.42995
H -0.22989 0.55935 2.03286
H 0.71521 1.30050 -0.23764
H -0.70555 0.71032 -2.13080
O 1.40322 -1.75575 0.57502
H 1.82346 -2.16095 -0.19755
H 0.58890 -1.42317 0.13126
O 2.73141 0.75643 -0.61796
H 3.03472 1.48843 -0.08105
H 2.40376 0.04935 -0.04871
```

The value obtained for the electronic energy is -363.02168 Eh. The value obtained for the gap between HOMO and LUMO is 9.302 eV. Its energy above the lowest of the compared OMol25 structures with the same formula, charge and spin is 167.6 kJ/mol. Its structure (SMILES) is c1cc[nH]c1.O.O. As for the charge: 0. Its lowest unoccupied orbital energy is 0.7 eV.


Record 6
# C20H27NO3

A single C20H27NO3 molecule (the ωB97M-V functional and the def2-TZVPD basis, OMol25).

```
51
C20H27NO3 the ωB97M-V functional and the def2-TZVPD basis
C -4.40322 -2.58805 0.91881
O -5.51161 -2.23515 0.12938
C -5.75129 -0.84341 0.08395
C -4.64232 -0.07243 -0.56044
C -4.17308 -0.05407 -1.84087
C -3.07389 0.83820 -1.84749
C -2.95022 1.30825 -0.57193
C -1.94049 2.21195 0.06539
N -0.74245 1.53246 0.53592
C -1.01067 0.54316 1.56234
C 0.30580 0.11452 2.20168
C 1.24132 -0.44713 1.13464
C 1.44249 0.54603 -0.01768
C 2.16774 1.82741 0.44721
O 3.34094 1.62612 1.19357
C 2.20215 -0.12860 -1.18301
C 3.59186 -0.57816 -0.82966
C 3.81399 -1.84219 -0.29630
C 5.09016 -2.25407 0.04430
C 6.16731 -1.40751 -0.15032
C 5.95972 -0.15283 -0.69684
C 4.68326 0.25551 -1.03686
C 0.05470 0.96440 -0.53348
O -3.89732 0.74886 0.21466
H -4.36023 -3.67510 0.92056
H -3.46968 -2.18961 0.50441
H -4.51650 -2.22313 1.94739
H -6.67442 -0.73549 -0.49128
H -5.90315 -0.44781 1.09978
H -4.56172 -0.60935 -2.66948
H -2.46642 1.10301 -2.68889
H -2.39993 2.70369 0.92730
H -1.62980 2.97426 -0.65317
H -1.66553 0.99222 2.31273
H -1.52066 -0.34684 1.15152
H 0.75599 0.97784 2.69307
H 0.11171 -0.64439 2.96236
H 2.20351 -0.72400 1.57040
H 0.79481 -1.35804 0.72649
H 1.45064 2.43991 1.01023
H 2.47974 2.39931 -0.43003
H 3.11652 1.14630 1.99733
H 1.61876 -0.99143 -1.51581
H 2.25288 0.58165 -2.01145
H 2.98132 -2.51672 -0.15271
H 5.24366 -3.24017 0.45926
H 7.16421 -1.72749 0.11568
H 6.79662 0.51019 -0.86032
H 4.53312 1.23544 -1.46387
H 0.17120 1.72436 -1.31048
H -0.43984 0.08685 -0.98650
```

The value obtained for the electronic energy is -1058.73994 Eh. The value obtained for the gap between HOMO and LUMO is 9.189 eV. Its energy above the lowest of the compared OMol25 structures with the same formula, charge and spin is 94.4 kJ/mol. Its structure (SMILES) is COCc1ccc(CN2CCC[C@@](CO)(Cc3ccccc3)C2)o1. As for the charge: 0. Its lowest unoccupied orbital energy is 0.7 eV.